[1]
# C36H50NO4

2 unconnected molecules or ions with the total composition C36H50NO4 (ωB97M-V/def2-TZVPD, the OMol25 dataset).

Geometry (Å):
C: 1.665 0.349 7.086
C: 0.867 -0.999 7.437
C: -0.381 -1.177 6.466
C: -0.867 -2.671 6.408
C: -2.061 -2.948 5.414
C: -1.954 -2.174 4.028
C: -2.859 -0.885 4.064
C: -3.033 -0.208 2.631
C: -1.806 0.755 2.409
C: -2.115 1.944 1.386
C: -0.736 2.374 0.770
C: -0.819 3.431 -0.371
C: -1.423 3.198 -1.574
C: -2.097 1.845 -1.949
O: -1.337 1.345 -3.079
C: -1.473 -0.047 -3.197
C: -2.780 -0.557 -3.605
C: -2.989 -1.990 -3.792
C: -4.410 -2.448 -4.257
C: -1.858 -2.870 -3.565
C: -0.554 -2.351 -3.122
C: -0.320 -0.914 -2.928
C: 1.072 -0.364 -2.487
C: 2.081 -1.531 -2.161
C: 1.729 0.467 -3.689
C: -1.402 4.332 -2.660
O: -2.337 4.566 -3.381
C: -0.036 5.101 -2.749
C: 0.568 5.335 -1.550
C: 1.925 6.032 -1.492
C: 2.984 5.577 -0.593
C: 4.255 6.246 -0.596
N: 4.688 7.330 -1.306
C: 3.668 7.712 -2.129
C: 2.353 7.164 -2.308
C: -0.165 4.851 -0.243
O: -0.195 5.517 0.759
H: 1.021 0.892 6.344
H: 1.794 0.967 8.008
H: 2.631 0.099 6.585
H: 1.581 -1.851 7.256
H: 0.576 -1.039 8.518
H: -0.052 -0.768 5.478
H: -1.223 -0.556 6.868
H: 0.034 -3.319 6.238
H: -1.250 -2.917 7.443
H: -3.012 -2.651 5.945
H: -2.126 -4.063 5.288
H: -0.870 -1.943 3.862
H: -2.270 -2.905 3.236
H: -3.857 -1.140 4.524
H: -2.368 -0.185 4.800
H: -4.005 0.344 2.595
H: -3.022 -1.064 1.899
H: -0.966 0.123 1.998
H: -1.479 1.205 3.379
H: -2.636 2.772 1.944
H: -2.856 1.551 0.648
H: -0.142 2.839 1.608
H: -0.164 1.481 0.398
H: -2.022 1.068 -1.153
H: -3.173 2.025 -2.239
H: -3.600 0.186 -3.766
H: -5.144 -1.912 -3.589
H: -4.571 -1.998 -5.278
H: -4.561 -3.551 -4.241
H: -1.944 -3.966 -3.721
H: 0.268 -3.090 -2.936
H: 1.022 0.326 -1.605
H: 1.763 -2.171 -1.302
H: 2.176 -2.166 -3.083
H: 3.110 -1.152 -1.904
H: 1.360 -0.001 -4.640
H: 2.845 0.313 -3.680
H: 1.529 1.564 -3.623
H: 0.417 5.404 -3.721
H: 2.806 4.717 0.088
H: 5.029 5.817 0.095
H: 3.911 8.604 -2.767
H: 1.662 7.600 -3.063
C: 3.759 -6.447 -2.512
C: 2.559 -5.792 -3.228
C: 2.764 -5.919 -4.752
O: 2.534 -4.483 -2.908
H: 4.706 -5.967 -2.776
H: 3.644 -6.397 -1.425
H: 3.842 -7.511 -2.784
H: 1.677 -6.427 -2.986
H: 3.681 -5.423 -5.086
H: 1.923 -5.483 -5.301
H: 2.836 -6.977 -5.050

- HOMO level (eV) = -2.8
- Kohn-Sham gap (Eh) = 0.12843
- electronic energy (a.u.) = -1757.30849
- total charge = -1

Atomic partial charges in e from the Löwdin method, atoms 1 to 6:
1. C -0.114
2. C -0.250
3. C -0.241
4. C -0.220
5. C -0.208
6. C -0.207


[2]
# C36H51B2CdCl8N5O16

A molecular structure, C36H51B2CdCl8N5O16 (ωB97M-V/def2-TZVPD, the OMol25 dataset).

Geometry (Å):
Cd: 5.088 -1.872 -1.119
O: -2.743 -3.185 -3.009
C: -1.713 -3.740 -2.546
O: -0.399 -3.653 -2.993
B: 0.462 -4.451 -2.137
O: -0.410 -4.845 -1.039
C: -1.636 -4.520 -1.255
O: -2.601 -4.770 -0.555
O: 1.553 -3.590 -1.628
C: 2.721 -3.891 -2.201
O: 3.808 -3.308 -2.021
C: 2.494 -5.253 -2.911
O: 1.201 -5.506 -2.912
O: 3.331 -5.969 -3.461
O: -2.923 1.572 -1.098
C: -2.007 0.771 -0.808
O: -0.699 0.975 -0.634
B: -0.080 -0.302 -0.227
O: -1.158 -1.264 -0.288
C: -2.308 -0.714 -0.571
O: -3.383 -1.330 -0.638
O: 0.448 -0.200 1.160
C: 1.729 -0.246 1.161
O: 2.435 -0.073 2.142
C: 2.207 -0.605 -0.241
O: 1.134 -0.616 -1.020
O: 3.389 -0.794 -0.579
C: -6.003 3.724 -4.572
C: -6.188 2.299 -3.880
C: -4.964 1.414 -4.112
C: -5.147 0.158 -3.403
N: -5.306 -0.878 -2.832
H: -5.709 3.556 -5.608
H: -5.145 4.267 -4.177
H: -6.930 4.295 -4.526
H: -7.103 1.870 -4.288
H: -6.389 2.376 -2.812
H: -4.105 1.857 -3.609
H: -4.681 1.215 -5.146
C: -6.778 0.915 0.562
C: -5.440 1.438 1.080
C: -5.460 2.127 2.467
C: -6.586 3.075 2.681
N: -7.474 3.767 2.891
H: -6.683 0.201 -0.256
H: -7.376 1.734 0.165
H: -7.375 0.444 1.343
H: -5.053 2.116 0.319
H: -4.696 0.644 1.135
H: -4.520 2.645 2.652
H: -5.477 1.359 3.240
C: -0.865 1.099 -3.768
C: -0.885 -0.457 -3.828
C: 0.161 -1.037 -4.844
C: 1.544 -1.001 -4.307
N: 2.629 -1.038 -3.879
H: -1.677 1.572 -3.216
H: -0.820 1.447 -4.800
H: 0.000 1.443 -3.201
H: -1.872 -0.873 -4.034
H: -0.616 -0.887 -2.863
H: 0.174 -0.491 -5.788
H: -0.110 -2.038 -5.181
C: 6.800 -5.773 1.745
C: 6.160 -5.194 2.980
C: 4.750 -4.560 2.706
C: 4.784 -3.545 1.741
N: 4.826 -2.718 0.936
H: 6.923 -5.047 0.941
H: 6.229 -6.602 1.329
H: 7.809 -6.137 1.938
H: 6.837 -4.441 3.384
H: 6.137 -5.993 3.721
H: 4.321 -4.114 3.603
H: 4.157 -5.383 2.306
C: 1.961 5.170 -0.442
C: 1.497 4.133 -1.547
C: 2.012 2.727 -1.236
C: 3.478 2.586 -1.348
N: 4.599 2.443 -1.536
H: 1.659 6.192 -0.672
H: 3.046 5.068 -0.403
H: 1.576 4.826 0.518
H: 1.829 4.481 -2.525
H: 0.413 4.013 -1.555
H: 1.607 2.100 -2.030
H: 1.706 2.344 -0.263
Cl: 4.264 -1.191 6.537
C: 3.966 -0.676 4.892
C: 5.204 -0.245 4.141
Cl: 6.257 -1.682 3.773
H: 3.173 0.072 4.896
H: 3.586 -1.512 4.305
H: 5.792 0.541 4.614
H: 4.955 0.096 3.136
Cl: 1.493 -4.594 1.726
C: -0.027 -3.902 2.282
C: -1.053 -4.981 2.712
Cl: -0.402 -5.897 4.107
H: -0.355 -3.338 1.408
H: 0.258 -3.232 3.094
H: -1.193 -5.675 1.883
H: -2.078 -4.637 2.849
Cl: 3.210 5.441 4.850
C: 2.137 4.267 3.994
C: 2.839 2.931 3.657
Cl: 4.125 3.222 2.463
H: 1.698 4.735 3.112
H: 1.334 4.055 4.699
H: 2.213 2.168 3.193
H: 3.230 2.575 4.610
Cl: -2.492 6.116 -0.489
C: -1.934 4.887 0.650
C: -2.055 5.420 2.048
Cl: -3.728 5.505 2.585
H: -0.883 4.654 0.480
H: -2.523 3.983 0.494
H: -1.712 6.454 2.067
H: -1.430 4.883 2.761

- HOMO level (eV) = -10.0
- Kohn-Sham gap (Eh) = 0.20709
- electronic energy (a.u.) = -6779.29482
- total charge = 0

Atomic partial charges in e from the Löwdin method, atoms 1 to 6:
1. Cd 1.521
2. O 0.120
3. C -0.258
4. O 0.195
5. B -0.890
6. O 0.230


[3]
# C36H51BaBrN3OP2

A molecular structure, C36H51BaBrN3OP2 (ωB97M-V/def2-TZVPD, the OMol25 dataset).

Geometry (Å):
C: -1.568 -1.615 -1.828
C: 0.690 -2.124 -1.472
C: -1.695 -2.569 -2.839
C: 0.569 -3.207 -2.391
C: -0.613 -3.428 -3.073
H: -2.623 -2.623 -3.409
H: 1.449 -3.831 -2.548
H: -0.710 -4.252 -3.781
N: -0.458 -1.460 -1.088
P: -2.979 -0.346 0.220
P: 2.853 -0.633 -0.033
C: -2.701 -0.608 -1.577
H: -2.391 0.354 -2.019
H: -3.622 -0.904 -2.102
C: 2.011 -1.770 -1.057
H: 2.736 -2.537 -1.373
C: 4.220 -0.043 -1.265
C: 3.554 -1.576 1.541
C: -3.853 1.328 0.268
C: -4.067 -1.850 0.647
C: 4.427 1.448 -0.944
H: 4.800 1.595 0.079
H: 5.165 1.868 -1.640
H: 3.494 2.017 -1.050
C: 5.532 -0.822 -1.138
H: 5.994 -0.749 -0.148
H: 5.400 -1.879 -1.403
H: 6.244 -0.398 -1.862
C: 3.735 -0.205 -2.710
H: 4.486 0.225 -3.389
H: 3.604 -1.257 -2.982
H: 2.789 0.311 -2.886
C: 4.491 -0.590 2.260
H: 3.964 0.331 2.549
H: 4.872 -1.064 3.175
H: 5.357 -0.303 1.650
C: 2.385 -1.955 2.474
H: 1.978 -1.087 3.032
H: 1.580 -2.508 1.952
H: 2.768 -2.640 3.246
C: 4.282 -2.859 1.140
H: 5.168 -2.679 0.520
H: 4.625 -3.348 2.064
H: 3.620 -3.558 0.614
C: -4.794 -1.585 1.976
H: -5.379 -2.481 2.232
H: -4.092 -1.397 2.801
H: -5.497 -0.743 1.913
C: -3.121 -3.060 0.810
H: -2.533 -3.245 -0.099
H: -2.430 -2.949 1.662
H: -3.738 -3.953 0.998
C: -5.078 -2.177 -0.459
H: -5.730 -2.983 -0.088
H: -5.720 -1.326 -0.718
H: -4.591 -2.550 -1.370
C: -3.072 2.345 -0.591
H: -3.241 2.188 -1.665
H: -3.436 3.356 -0.353
H: -1.987 2.326 -0.401
C: -3.856 1.804 1.737
H: -2.836 1.966 2.121
H: -4.393 2.762 1.791
H: -4.361 1.095 2.407
C: -5.280 1.198 -0.268
H: -5.298 0.834 -1.304
H: -5.915 0.554 0.353
H: -5.733 2.201 -0.264
Ba: -0.077 -0.309 1.532
C: -1.122 -2.397 3.750
O: -1.712 -3.025 4.506
N: 0.879 1.057 -0.442
C: 0.958 1.137 -1.630
C: 0.804 1.888 -2.847
C: 0.556 3.269 -2.717
C: 0.925 1.314 -4.127
C: 0.545 4.088 -3.848
H: 0.389 3.694 -1.724
C: 0.943 2.141 -5.254
H: 1.008 0.228 -4.214
C: 0.772 3.526 -5.112
H: 0.366 5.162 -3.740
H: 1.092 1.698 -6.242
H: 0.806 4.166 -5.994
Br: 0.244 1.877 7.433
C: 0.251 2.419 5.613
C: 0.589 3.731 5.271
C: 0.591 4.091 3.921
C: 0.269 3.127 2.957
N: -0.040 1.855 3.288
C: -0.073 1.498 4.600
H: 0.842 4.440 6.052
H: 0.839 5.100 3.599
H: 0.259 3.377 1.890
H: -0.354 0.467 4.830

- HOMO level (eV) = -8.3
- Kohn-Sham gap (Eh) = 0.20654
- electronic energy (a.u.) = -4923.88212
- ΔE to the lowest compared entry with this formula, charge and spin (eV) = 0.454
- total charge = +1

Atomic partial charges in e from the Löwdin method, atoms 1 to 6:
1. C -0.392
2. C -0.373
3. C -0.076
4. C -0.052
5. C -0.075
6. H 0.104


[4]
# C36H51Cl2F24NO3P2

4 unconnected molecules or ions with the total composition C36H51Cl2F24NO3P2 (ωB97M-V/def2-TZVPD, the OMol25 dataset).

Geometry (Å):
C: -0.878 -5.411 -0.568
C: 0.539 -5.404 -1.148
Cl: 0.872 -3.972 -2.150
C: 1.658 -5.598 -0.134
Cl: 1.397 -7.140 0.733
P: 2.057 -4.270 1.141
C: 3.461 -3.390 0.305
C: 4.721 -3.383 1.169
C: 4.766 -2.332 2.275
C: 4.638 -0.877 1.809
C: 5.988 -0.149 1.619
C: 5.903 1.318 2.072
C: 6.839 2.276 1.311
C: 6.178 3.611 0.929
C: 6.861 4.831 1.538
C: 8.324 5.048 1.116
C: 8.607 4.867 -0.370
C: 8.057 6.041 -1.164
N: 8.474 6.046 -2.553
C: 7.613 5.935 -3.616
C: 8.340 6.002 -4.803
C: 9.697 6.167 -4.438
C: 9.744 6.191 -3.042
P: 0.473 -2.747 1.113
C: -0.844 -3.386 2.245
C: 1.249 -1.454 2.166
H: -0.845 -5.471 0.513
H: -1.450 -4.557 -0.906
H: -1.392 -6.305 -0.901
H: 0.609 -6.238 -1.838
H: 2.570 -5.735 -0.703
H: 3.159 -2.400 -0.026
H: 3.676 -3.938 -0.609
H: 5.613 -3.297 0.554
H: 4.763 -4.357 1.656
H: 5.749 -2.425 2.735
H: 4.057 -2.582 3.059
H: 4.098 -0.793 0.871
H: 4.072 -0.334 2.561
H: 6.772 -0.681 2.147
H: 6.210 -0.122 0.555
H: 4.879 1.636 1.894
H: 6.096 1.379 3.140
H: 7.683 2.510 1.955
H: 7.220 1.778 0.426
H: 6.164 3.738 -0.152
H: 5.134 3.625 1.227
H: 6.834 4.741 2.623
H: 6.282 5.722 1.298
H: 8.594 6.057 1.419
H: 8.962 4.390 1.701
H: 9.688 4.869 -0.488
H: 8.216 3.922 -0.728
H: 8.408 6.957 -0.694
H: 6.973 6.044 -1.165
H: 6.557 5.811 -3.474
H: 7.924 5.952 -5.790
H: 10.525 6.273 -5.111
H: 10.608 6.305 -2.417
H: -1.753 -3.469 1.659
H: -1.052 -2.688 3.047
H: -0.632 -4.374 2.644
H: 0.431 -0.942 2.661
H: 1.826 -0.772 1.560
H: 1.879 -1.874 2.949
C: -3.200 -1.738 -0.401
C: -3.065 -0.349 0.240
C: -4.225 0.157 1.094
F: -5.358 0.296 0.372
F: -3.907 1.376 1.596
F: -2.742 0.559 -0.704
F: -2.014 -0.443 1.103
O: -3.591 -1.800 -1.759
C: -4.904 -1.834 -2.133
C: -5.282 -0.611 -2.972
F: -5.071 0.529 -2.283
F: -6.600 -0.679 -3.274
F: -5.732 -1.992 -1.085
F: -5.066 -2.909 -2.936
H: -2.181 -2.129 -0.406
H: -3.794 -2.410 0.221
H: -4.408 -0.525 1.924
H: -4.698 -0.586 -3.893
C: -3.000 -2.637 7.468
C: -4.117 -3.537 8.017
C: -4.225 -4.956 7.455
F: -4.486 -4.937 6.132
F: -5.244 -5.590 8.076
F: -5.306 -2.908 7.916
F: -3.845 -3.700 9.343
O: -3.351 -1.700 6.466
C: -3.340 -2.021 5.141
C: -4.734 -1.909 4.520
F: -5.608 -2.723 5.131
F: -4.649 -2.277 3.213
F: -2.793 -3.227 4.907
F: -2.573 -1.105 4.506
H: -2.708 -2.015 8.312
H: -2.119 -3.215 7.189
H: -3.301 -5.513 7.635
H: -5.099 -0.881 4.585
C: -10.492 2.168 -6.459
C: -10.147 3.593 -6.920
C: -9.377 3.750 -8.233
F: -8.163 3.169 -8.162
F: -9.199 5.069 -8.474
F: -9.516 4.259 -5.931
F: -11.343 4.213 -7.136
O: -9.662 1.574 -5.481
C: -8.539 0.867 -5.815
C: -7.276 1.529 -5.254
F: -7.155 2.784 -5.729
F: -6.192 0.824 -5.661
F: -8.442 0.666 -7.143
F: -8.643 -0.345 -5.236
H: -11.452 2.271 -5.956
H: -10.656 1.503 -7.307
H: -9.940 3.313 -9.062
H: -7.309 1.558 -4.165

- HOMO level (eV) = -7.7
- Kohn-Sham gap (Eh) = 0.29839
- electronic energy (a.u.) = -5682.69632
- SMILES = C[C@@H](Cl)[C@H](Cl)P(CCCCCCCCCCCCn1cccc1)#P(C)C.FC(F)C(F)(F)COC(F)(F)C(F)F.FC(F)C(F)(F)COC(F)(F)C(F)F.FC(F)C(F)(F)COC(F)(F)C(F)F
- total charge = 0

Atomic partial charges in e from the Löwdin method, atoms 1 to 6:
1. C -0.144
2. C -0.834
3. Cl 0.611
4. C -0.942
5. Cl 0.567
6. P 0.792